Molecular formula: C5H13N2
Method: DFT, the ωB97M-V functional and the def2-TZVPD basis

```
20
Properties=species:S:1:pos:R:3:lowdin_charge:R:1
C 1.210 0.966 2.447 -0.013
C 0.101 0.491 1.394 -0.225
N 0.326 -1.109 1.404 0.171
C 0.261 0.948 -0.049 -0.242
C 0.069 -0.187 -0.930 -0.210
C -0.855 0.049 -1.885 -0.194
N -1.285 -0.858 -2.836 0.039
H 2.085 1.274 1.835 0.095
H 1.350 0.281 3.309 0.096
H 1.043 1.899 2.846 0.049
H -0.987 0.628 1.579 0.160
H -0.381 -1.589 0.746 0.188
H 0.042 -1.394 2.287 0.114
H 1.281 -1.382 1.380 0.144
H 1.374 1.318 -0.178 0.148
H -0.242 1.900 -0.308 0.135
H 0.741 -1.138 -0.900 0.150
H -1.581 1.017 -1.892 0.181
H -0.883 -1.814 -2.856 0.108
H -1.846 -0.833 -3.689 0.107
```

For the HOMO energy, the calculation gives -11.7642 eV. The multiplicity is 1. As for the gap between HOMO and LUMO: 8.57 eV. Its calculated total energy is -8367.33842 eV. Its SMILES is C[C@H]([NH3+])C/C=C/N. As for the net charge: +1.